[1]
{"formula": "C2H6N2S2", "method": "ωB97M-V/def2-TZVPD", "e_homo_ev": -7.9973, "orbital_gap_ev": 5.926, "energy_ha": -985.44381, "e_above_lowest_kj_mol": 629.3, "symbols": ["C", "C", "H", "H", "H", "H", "H", "H", "N", "N", "S", "S"], "xyz": [[-2.142, 1.485, 0.049], [0.184, 0.707, 0.093], [-1.579, 2.444, 0.020], [-3.130, 1.323, -0.557], [-2.511, 1.358, 1.053], [0.308, -2.345, 0.519], [0.267, 1.916, 0.025], [3.209, -0.817, 1.156], [-1.114, 0.438, -0.110], [1.029, -0.205, 0.118], [-1.720, -1.242, -0.061], [2.707, 0.075, -0.134]], "forces_ev_per_a": [[-0.67, -0.94, 0.44], [-1.32, 3.87, -1.29], [-0.98, -0.38, -0.55], [2.43, 0.56, 0.28], [-0.25, 0.34, 0.71], [-2.44, 2.15, -0.66], [0.75, -2.65, 0.39], [-1.07, 2.11, -2.99], [-1.80, -1.51, -0.21], [2.62, -1.67, 0.11], [2.28, -0.04, 0.42], [0.46, -1.85, 3.35]]}

[2]
{"formula": "C2H6N2S2", "method": "ωB97M-V/def2-TZVPD", "e_homo_ev": -8.4323, "smiles": "NCC(=S)NS", "orbital_gap_ev": 8.939, "energy_ha": -985.64818, "e_above_lowest_kj_mol": 92.7, "symbols": ["N", "C", "C", "S", "N", "S", "H", "H", "H", "H", "H", "H"], "xyz": [[-1.386, -0.988, -0.096], [-1.018, 0.501, -0.047], [0.473, 0.685, -0.257], [0.942, 2.245, -0.144], [1.184, -0.487, -0.305], [2.792, -0.454, -0.134], [-2.178, -1.106, 0.650], [-1.711, -1.379, -1.014], [-1.429, 1.140, -0.808], [-1.219, 0.984, 0.934], [0.655, -1.287, 0.120], [2.897, 0.146, 1.101]], "forces_ev_per_a": [[-2.28, 0.94, 1.79], [0.41, -1.80, -0.30], [-0.62, -0.30, 0.94], [0.92, -0.12, -0.42], [-2.62, 0.44, 0.74], [2.88, -0.06, 0.58], [1.88, -0.05, -2.20], [0.31, 1.05, 1.25], [-0.82, -0.03, -0.31], [-0.24, -0.81, -0.59], [0.30, 0.94, -0.90], [-0.12, -0.20, -0.58]]}

[3]
{"formula": "C2H6N2S6", "method": "ωB97M-V/def2-TZVPD", "e_homo_ev": -8.8635, "smiles": "S=C(S)N(S)NC(S)(S)S", "orbital_gap_ev": 8.707, "energy_ha": -2578.32455, "e_above_lowest_kj_mol": 0.0, "symbols": ["S", "C", "S", "N", "S", "N", "C", "S", "S", "S", "H", "H", "H", "H", "H", "H"], "xyz": [[-0.400, -1.936, -1.923], [-0.241, -1.991, -0.289], [0.195, -3.432, 0.568], [-0.486, -0.859, 0.464], [-0.800, -0.803, 2.246], [-0.775, 0.369, -0.139], [0.216, 1.374, -0.316], [-0.861, 2.992, -0.382], [1.128, 1.415, -1.883], [1.385, 1.587, 1.100], [-0.241, -3.066, 1.828], [0.356, -0.498, 2.576], [-1.434, 0.123, -0.909], [-0.324, 3.715, -1.226], [0.179, 0.564, -2.372], [2.101, 0.445, 0.655]], "forces_ev_per_a": [[0.23, -0.48, -0.13], [-0.56, 1.08, 0.54], [-0.23, -0.46, 0.53], [0.67, 0.80, 2.06], [-3.15, -1.26, -2.53], [-1.55, -1.47, -0.24], [-0.36, 2.35, -0.20], [-2.00, -2.92, 3.47], [-0.10, -1.15, -0.32], [0.31, -1.68, -1.43], [0.39, -0.08, -0.90], [3.23, 0.87, 0.88], [0.90, 1.12, 0.43], [2.13, 1.60, -2.56], [0.65, 0.37, -0.36], [-0.56, 1.32, 0.76]]}

[4]
{"formula": "C2H6N2Si", "method": "ωB97M-V/def2-TZVPD", "s2": 2.033, "e_homo_ev": [-7.0794, -8.4405], "orbital_gap_ev": [7.388, 7.396], "energy_ha": -478.57964, "e_above_lowest_kj_mol": 198.5, "spin_multiplicity": 3, "symbols": ["C", "C", "N", "N", "Si", "H", "H", "H", "H", "H", "H"], "xyz": [[0.234, -1.006, -1.121], [1.008, 0.079, -0.555], [-0.964, -1.481, -0.511], [-1.480, -0.841, 0.510], [-1.385, 0.342, 1.580], [-0.248, -0.553, -2.084], [0.836, -1.874, -1.473], [2.019, 0.172, -0.773], [0.497, 0.996, -0.052], [-2.033, 0.324, 3.036], [-0.943, 1.608, 1.229]], "forces_ev_per_a": [[-0.51, 0.67, -2.33], [-1.74, 2.04, 2.02], [-2.17, 0.02, 2.19], [1.41, -1.74, -1.59], [-1.15, -0.78, 2.43], [0.85, -0.71, 0.56], [-0.41, 0.57, 0.34], [1.60, 0.16, -0.31], [1.10, -1.91, -1.17], [0.56, -0.28, -1.82], [0.46, 1.95, -0.33]]}

[5]
{"formula": "C2H6N3", "method": "ωB97M-V/def2-TZVPD", "e_homo_ev": -13.6378, "charge": 1, "smiles": "C/N=N/C=[NH2+]", "orbital_gap_ev": 8.152, "energy_ha": -243.69468, "e_above_lowest_kj_mol": 368.3, "symbols": ["C", "N", "N", "C", "N", "H", "H", "H", "H", "H", "H"], "xyz": [[2.083, -0.479, 0.169], [0.800, -0.355, 0.561], [-0.264, -0.273, -0.013], [-1.657, -0.106, 0.447], [-2.116, 1.039, 0.015], [2.663, 0.449, 0.196], [2.228, -0.734, -1.021], [2.711, -1.179, 0.689], [-2.319, -0.921, 0.744], [-3.118, 1.138, 0.100], [-1.491, 1.789, -0.249]], "forces_ev_per_a": [[3.05, -0.64, -6.57], [-3.82, 0.83, 4.16], [-0.71, -0.99, -0.73], [3.89, 1.12, -1.67], [-0.95, -1.45, 1.34], [-0.62, 0.36, 0.60], [-0.54, 0.30, 2.53], [-0.46, -0.43, 0.83], [0.37, 0.05, -0.08], [-0.01, 0.75, -0.28], [-0.19, 0.12, -0.14]]}

[6]
{"formula": "C2H6N3", "method": "ωB97M-V/def2-TZVPD", "e_homo_ev": -13.6296, "charge": 1, "orbital_gap_ev": 9.075, "energy_ha": -243.73112, "e_above_lowest_kj_mol": 272.6, "symbols": ["C", "C", "N", "N", "N", "H", "H", "H", "H", "H", "H"], "xyz": [[0.846, -2.247, -0.113], [-0.432, 1.744, -0.006], [0.671, -1.247, 0.604], [-1.692, 1.631, 0.101], [0.661, 1.884, -0.419], [1.293, -3.268, 0.048], [0.611, -2.038, -1.232], [-2.041, 1.090, -0.710], [-2.147, 2.405, 0.541], [0.720, -1.316, 1.611], [1.509, 1.363, -0.426]], "forces_ev_per_a": [[0.51, -0.85, -3.33], [2.82, 0.12, -1.52], [-1.07, 1.39, 0.74], [0.15, -0.61, -0.68], [-2.11, -0.10, 0.71], [-0.74, 0.96, 0.62], [0.56, -0.69, 1.65], [-0.67, 0.54, 0.84], [-1.05, 0.13, 0.32], [0.70, -0.62, 0.27], [0.89, -0.28, 0.37]]}

[7]
{"formula": "C2H6N3", "method": "ωB97M-V/def2-TZVPD", "e_homo_ev": -12.6595, "charge": 1, "orbital_gap_ev": 4.636, "energy_ha": -243.56270, "e_above_lowest_kj_mol": 714.8, "symbols": ["C", "C", "N", "N", "N", "H", "H", "H", "H", "H", "H"], "xyz": [[-2.872, -0.509, 0.094], [1.092, -0.379, 0.832], [-2.325, 0.129, -0.771], [2.170, 0.108, 0.376], [3.075, -0.431, -0.432], [-3.961, -0.835, 0.286], [-2.347, -0.832, 0.988], [-2.882, 0.463, -1.520], [2.524, 1.032, 0.763], [2.705, -1.256, -0.945], [3.491, 0.417, -0.884]], "forces_ev_per_a": [[-3.61, -2.74, 4.28], [0.51, 0.67, -0.12], [2.77, 1.92, -2.20], [-1.95, 1.16, 2.53], [1.72, -0.02, -1.85], [1.06, 0.77, -1.23], [0.79, -0.11, 0.01], [-0.88, 0.14, -0.82], [-1.03, -0.88, 0.11], [0.69, 1.12, -0.07], [-0.06, -2.02, -0.65]]}

[8]
{"formula": "C2H6N3O", "method": "ωB97M-V/def2-TZVPD", "e_homo_ev": -16.8544, "charge": 1, "orbital_gap_ev": 12.233, "energy_ha": -319.07858, "e_above_lowest_kj_mol": 62.4, "symbols": ["C", "C", "N", "N", "N", "O", "H", "H", "H", "H", "H", "H"], "xyz": [[0.801, -0.711, -0.774], [0.407, -0.014, 0.463], [-2.737, -0.094, 0.051], [0.097, 1.308, 0.258], [-2.190, -0.171, -0.903], [0.492, -0.264, 1.727], [1.104, -1.785, -0.629], [1.588, -0.082, -1.164], [-0.135, -0.646, -1.516], [-0.208, 1.519, -0.666], [-0.072, 1.973, 0.955], [0.853, -1.034, 2.197]], "forces_ev_per_a": [[-1.99, -1.79, -0.86], [0.29, 4.16, 0.71], [0.77, -0.19, -1.64], [0.49, -3.90, -0.85], [-1.42, 0.13, 1.59], [-0.28, 0.07, 0.24], [-0.28, 1.22, -0.20], [0.39, -0.23, -0.36], [2.27, -0.31, 1.56], [0.02, 0.49, -0.58], [-0.30, 0.72, 1.45], [0.05, -0.37, -1.07]]}